Density functional theory data (wB97M-V/def2-TZVPD) for a cluster of 9 separate species, C30H57BBr2Cl18N3O7P2 in total in a non-equilibrium geometry.

```
120
C30H57BBr2Cl18N3O7P2 (wB97M-V/def2-TZVPD)
C 0.295 -1.270 -5.169
O -0.712 -0.700 -4.330
C -1.450 -1.682 -3.614
C -0.698 -2.073 -2.263
C 0.154 -0.859 -1.855
C 0.683 -0.998 -0.386
N 1.209 0.265 0.131
C 2.414 0.506 0.521
C 3.569 -0.437 0.231
C 3.722 -0.714 -1.306
O 3.952 0.106 -2.086
Br 3.566 -2.555 -1.940
C 2.465 1.828 1.382
O 1.969 1.378 2.663
N 2.339 2.236 3.738
O 2.378 1.592 4.697
P 4.231 2.359 1.757
O 4.959 1.322 2.537
C 1.524 2.683 0.474
B 0.721 3.958 1.080
N 0.980 4.532 2.414
O -0.259 4.609 0.285
C 2.421 3.251 -0.686
Cl 2.933 4.910 -0.130
C 1.683 3.466 -2.046
C 2.634 4.332 -2.956
Cl 1.388 1.932 -2.948
C 0.482 1.565 0.185
P -0.949 1.555 1.447
O -2.359 1.339 0.578
Br -0.800 -0.259 2.750
H 0.210 -2.374 -5.190
H 1.302 -0.940 -4.833
H 0.180 -0.914 -6.213
H -1.686 -2.584 -4.207
H -2.382 -1.183 -3.284
H -0.053 -2.932 -2.520
H -1.495 -2.335 -1.545
H 1.052 -0.747 -2.484
H -0.495 0.039 -1.900
H -0.175 -1.349 0.226
H 1.423 -1.815 -0.371
H 3.497 -1.426 0.718
H 4.553 -0.016 0.526
H 4.288 3.637 2.377
H 4.931 2.501 0.521
H 0.346 4.111 3.093
H 0.861 5.545 2.390
H -1.037 4.045 0.162
H 3.298 2.609 -0.903
H 0.746 4.028 -1.909
H 2.567 3.974 -4.003
H 3.698 4.188 -2.669
H 2.350 5.397 -2.970
H -0.078 1.820 -0.748
H -2.749 0.490 0.873
Cl -4.523 -1.336 1.171
C -5.341 -0.254 0.015
C -5.832 -0.980 -1.210
Cl -4.489 -1.553 -2.233
H -4.648 0.544 -0.247
H -6.187 0.188 0.542
H -6.430 -0.304 -1.819
H -6.447 -1.839 -0.949
Cl 6.360 3.564 -5.954
C 7.352 3.131 -4.541
C 6.530 3.036 -3.280
Cl 5.921 4.629 -2.752
H 8.147 3.869 -4.446
H 7.807 2.164 -4.757
H 7.143 2.647 -2.466
H 5.674 2.374 -3.410
Cl 5.956 -5.375 -2.460
C 6.868 -5.731 -0.970
C 5.975 -5.796 0.244
Cl 5.304 -4.200 0.673
H 7.641 -4.973 -0.857
H 7.355 -6.694 -1.120
H 6.546 -6.139 1.107
H 5.142 -6.480 0.093
Cl -7.280 -1.685 2.698
C -6.324 -1.855 4.190
C -7.185 -1.797 5.429
Cl -7.874 -0.175 5.690
H -5.564 -1.076 4.194
H -5.821 -2.821 4.135
H -6.583 -2.031 6.306
H -8.007 -2.508 5.377
Cl -10.812 -3.478 0.487
C -11.062 -1.722 0.643
C -10.724 -0.983 -0.630
Cl -8.975 -1.016 -0.978
H -10.463 -1.369 1.481
H -12.113 -1.572 0.886
H -11.009 0.064 -0.536
H -11.245 -1.403 -1.488
Cl -1.545 -4.544 1.156
C -2.788 -5.399 0.203
C -2.184 -6.268 -0.876
Cl -1.421 -5.295 -2.158
H -3.463 -4.653 -0.216
H -3.352 -6.017 0.900
H -2.963 -6.864 -1.349
H -1.432 -6.945 -0.474
Cl -1.024 7.392 2.087
C -1.765 8.691 1.117
C -2.274 8.190 -0.213
Cl -0.949 7.712 -1.305
H -1.026 9.481 0.990
H -2.592 9.091 1.703
H -2.829 8.982 -0.716
H -2.935 7.334 -0.090
Cl 6.592 -5.517 4.269
C 6.041 -3.876 4.692
C 4.834 -3.893 5.598
Cl 3.377 -4.495 4.763
H 5.838 -3.339 3.767
H 6.873 -3.384 5.197
H 4.610 -2.880 5.932
H 5.000 -4.515 6.475
```

## Properties
Charge ... +1
Energy ... -16007.05722 Eh
HOMO level ... -11.6 eV
Kohn-Sham gap ... 7.60 eV

=====

Density functional theory data (wB97M-V/def2-TZVPD) for a cluster of 9 separate species, C30H57Br16N2O8P2S in total in a non-equilibrium geometry.

```
116
C30H57Br16N2O8P2S (wB97M-V/def2-TZVPD)
C -0.140 -3.903 0.125
C -1.351 -4.439 -0.696
O -1.671 -5.766 -0.292
C -2.590 -3.554 -0.371
O -2.939 -2.592 -1.400
C -1.888 -1.803 -1.739
C -1.208 -2.082 -2.882
N -0.129 -1.377 -3.286
P 0.585 -1.979 -4.814
O 1.583 -3.173 -4.375
O 1.385 -0.907 -5.659
S -0.749 -2.754 -5.975
C 0.316 -0.336 -2.516
C 1.551 0.433 -2.911
C 2.846 -0.448 -2.925
C 3.393 -0.644 -1.460
C 4.880 -0.237 -1.313
C 5.242 -0.145 0.191
N 4.494 0.903 0.915
C -0.376 0.028 -1.327
P 0.039 1.465 -0.144
O 1.286 1.090 0.866
O 0.340 2.869 -0.947
C -1.497 -0.720 -0.935
C -2.230 -0.352 0.367
O -1.993 -0.991 1.358
O -3.077 0.709 0.300
H -0.243 -2.836 0.337
H -0.055 -4.418 1.090
H 0.816 -4.061 -0.399
H -1.113 -4.496 -1.770
H -1.013 -6.093 0.344
H -3.437 -4.238 -0.227
H -2.420 -3.078 0.603
H -1.570 -2.937 -3.453
H 0.982 -3.845 -4.011
H 0.833 -0.138 -5.911
H 1.769 1.273 -2.240
H 1.374 0.906 -3.894
H 2.658 -1.462 -3.300
H 3.626 0.014 -3.541
H 2.774 -0.005 -0.814
H 3.261 -1.683 -1.118
H 5.120 0.697 -1.840
H 5.475 -1.081 -1.701
H 6.313 0.085 0.304
H 5.045 -1.103 0.697
H 3.898 0.466 1.607
H 3.928 1.448 0.277
H 1.843 1.882 0.967
H -0.173 2.954 -1.768
H -3.872 0.382 -0.166
Br -2.099 -9.605 2.165
C -0.867 -8.855 3.470
C -0.602 -7.399 3.200
Br 0.625 -7.165 1.703
H 0.032 -9.463 3.445
H -1.360 -8.979 4.433
H -0.103 -6.934 4.050
H -1.503 -6.840 2.961
Br -1.651 1.872 2.992
C -3.200 2.024 4.159
C -4.225 2.949 3.559
Br -3.698 4.813 3.747
H -2.838 2.351 5.128
H -3.601 1.016 4.246
H -5.174 2.862 4.086
H -4.384 2.774 2.499
Br -2.002 7.782 3.620
C -2.476 9.110 2.280
C -3.337 8.510 1.198
Br -2.288 7.431 -0.040
H -1.547 9.527 1.904
H -3.024 9.879 2.820
H -3.782 9.293 0.587
H -4.121 7.868 1.588
Br -4.200 2.784 -2.272
C -6.138 2.836 -2.414
C -6.775 2.629 -1.066
Br -6.707 0.755 -0.532
H -6.424 2.086 -3.144
H -6.374 3.825 -2.803
H -7.834 2.879 -1.101
H -6.296 3.201 -0.277
Br 2.338 -4.771 4.388
C 1.625 -2.989 4.703
C 0.683 -2.575 3.605
Br 1.645 -2.052 1.994
H 2.474 -2.322 4.812
H 1.097 -3.057 5.652
H 0.118 -1.691 3.895
H -0.007 -3.365 3.318
Br 1.747 -4.259 8.358
C 3.383 -4.767 9.286
C 4.603 -4.527 8.437
Br 4.803 -5.897 7.068
H 3.267 -5.805 9.581
H 3.408 -4.140 10.176
H 5.505 -4.596 9.042
H 4.585 -3.570 7.925
Br 2.187 4.781 -8.391
C 2.786 3.038 -7.773
C 1.718 1.994 -7.958
Br 0.323 2.159 -6.598
H 3.090 3.157 -6.737
H 3.657 2.801 -8.380
H 2.132 0.996 -7.824
H 1.223 2.050 -8.923
Br 0.167 8.675 -4.199
C 0.848 7.651 -2.693
C 1.312 6.285 -3.122
Br -0.196 5.089 -3.432
H 0.058 7.619 -1.948
H 1.684 8.232 -2.307
H 1.893 5.813 -2.332
H 1.896 6.299 -4.038
```

## Properties
Charge ... +1
Energy ... -44153.69557 Eh
HOMO level ... -10.6 eV
Kohn-Sham gap ... 6.48 eV

=====

Density functional theory data (wB97M-V/def2-TZVPD) for a structure of composition C30H57Cl9O13 in a non-equilibrium geometry.

```
109
C30H57Cl9O13 (wB97M-V/def2-TZVPD)
C -1.279 -1.116 3.313
Cl 0.034 -1.496 4.544
Cl -1.154 0.566 2.797
Cl -2.918 -1.417 4.113
H -1.155 -1.735 2.424
C 3.413 -3.940 3.303
Cl 2.355 -2.570 2.964
Cl 2.613 -5.102 4.401
Cl 5.029 -3.432 3.887
H 3.539 -4.499 2.375
C 4.155 -0.304 4.471
Cl 4.913 1.303 4.410
Cl 4.809 -1.208 5.877
Cl 4.447 -1.057 2.915
H 3.068 -0.240 4.503
C 0.120 4.976 -3.770
O -0.325 3.858 -3.032
C -1.644 3.905 -2.639
O -2.459 4.802 -2.932
O -1.866 2.778 -2.028
C -3.116 2.435 -1.514
H 1.103 4.774 -4.195
H 0.210 5.820 -3.086
H -0.528 5.262 -4.599
H -3.779 2.093 -2.309
H -3.614 3.214 -0.935
H -2.857 1.554 -0.927
C 1.706 -0.636 2.479
O 1.523 0.231 1.382
C 0.558 -0.115 0.485
O -0.131 -1.088 0.386
O 0.564 0.862 -0.462
C -0.471 1.028 -1.407
H 2.601 -0.477 3.079
H 1.745 -1.670 2.135
H 0.889 -0.686 3.198
H -0.166 1.753 -2.161
H -1.451 1.241 -0.980
H -0.531 0.088 -1.957
C -0.662 4.967 -0.158
C -0.498 3.529 0.329
O -1.396 2.675 0.317
C 0.819 3.257 1.058
H -1.677 5.029 -0.549
H 0.025 5.291 -0.939
H -0.810 5.719 0.617
H 1.567 3.386 0.277
H 0.843 2.210 1.360
H 1.045 3.978 1.844
C 1.318 -2.722 -1.926
C -0.138 -2.939 -2.285
O -0.449 -3.511 -3.297
C -1.150 -2.374 -1.349
H 1.993 -2.874 -2.768
H 1.444 -3.478 -1.152
H 1.459 -1.727 -1.504
H -0.729 -2.410 -0.344
H -1.989 -3.069 -1.338
H -1.418 -1.322 -1.454
C -0.058 -5.542 0.537
C 0.825 -4.552 1.315
O 1.910 -4.898 1.726
C 0.337 -3.181 1.516
H -0.836 -5.748 1.272
H 0.516 -6.443 0.320
H -0.460 -5.072 -0.361
H -0.354 -2.936 0.710
H 1.216 -2.540 1.444
H -0.173 -3.069 2.473
C -1.299 1.291 -4.188
C -1.837 0.071 -3.380
O -2.131 0.088 -2.174
C -2.273 -1.167 -4.186
H -0.724 2.025 -3.623
H -2.084 1.883 -4.659
H -0.584 0.914 -4.919
H -2.224 -2.060 -3.562
H -1.648 -1.339 -5.063
H -3.280 -1.061 -4.589
C 2.661 2.180 3.232
C 1.415 1.674 3.867
O 1.299 0.490 4.261
C 0.195 2.621 4.044
H 2.705 3.225 3.542
H 2.718 1.910 2.178
H 3.491 1.629 3.675
H 0.518 3.662 4.035
H -0.120 2.263 5.024
H -0.656 2.413 3.395
C -2.723 -0.643 -0.001
C -3.114 -1.535 1.155
O -2.439 -2.480 1.529
C -4.454 -1.208 1.696
H -1.683 -0.887 -0.219
H -2.800 0.419 0.230
H -3.310 -0.885 -0.887
H -4.468 -0.260 2.234
H -4.659 -1.927 2.489
H -5.130 -1.240 0.841
C 2.403 0.027 -2.413
C 1.451 0.436 -3.443
O 1.028 1.589 -3.573
C 0.918 -0.628 -4.388
H 1.800 -0.376 -1.600
H 2.937 0.948 -2.182
H 3.136 -0.726 -2.703
H 0.297 -1.308 -3.805
H 1.781 -1.163 -4.782
H 0.416 -0.261 -5.284
```

## Properties
Charge ... 0
Energy ... -6296.19583 Eh
HOMO level ... -8.5 eV
Kohn-Sham gap ... 8.74 eV